(1)
The following is a DFT calculation (the ωB97M-V functional and the def2-TZVPD basis) of an isolated molecule of C4H5NO.

ORCA input file:
```
! RIJCOSX wB97M-V def2-TZVPD def2/J DEFGRID3
* xyz 0 1
N -1.91 -0.73 -0.20
C -1.55 0.40 0.23
O -0.25 0.75 0.35
C 0.64 -0.27 -0.11
C 2.36 1.41 -0.31
C 2.08 0.19 0.03
H -2.93 -0.80 -0.23
H -2.19 1.23 0.54
H 0.40 -0.50 -1.15
H 0.50 -1.17 0.48
H 2.84 -0.52 0.37
*
```

- M: 83.09 g mol⁻¹
- HOMO-LUMO gap: 9.896 eV
- LUMO level: -0.4 eV
- Energy relative to the best compared isomer or geometry (same formula, charge and spin): 104.2 kcal per mole

(2)
The following is a DFT calculation (the ωB97M-V functional and the def2-TZVPD basis) of a cluster of 2 separate species, C4H5NO in total.

ORCA input file:
```
! RIJCOSX wB97M-V def2-TZVPD def2/J DEFGRID3
* xyz 0 1
C 1.88 -0.67 -0.02
C 0.38 -0.54 -0.19
C -0.05 0.62 0.25
O -0.18 1.70 0.69
H 2.08 -0.96 1.01
H 2.32 -1.38 -0.73
H 2.33 0.32 -0.19
H -0.27 -1.37 -0.42
C -2.85 0.78 -0.13
N -2.71 -0.26 -0.58
H -2.93 1.76 0.30
*
```

- M: 83.09 g mol⁻¹
- HOMO-LUMO gap: 9.646 eV
- LUMO level: 0.9 eV
- SMILES: CC=C=O.C#N
- Energy relative to the best compared isomer or geometry (same formula, charge and spin): 46.1 kcal per mole

What did the second record say?
The following is a DFT calculation (the ωB97M-V functional and the def2-TZVPD basis) of a cluster of 2 separate species, C4H5NO in total.

ORCA input file:
```
! RIJCOSX wB97M-V def2-TZVPD def2/J DEFGRID3
* xyz 0 1
C 1.88 -0.67 -0.02
C 0.38 -0.54 -0.19
C -0.05 0.62 0.25
O -0.18 1.70 0.69
H 2.08 -0.96 1.01
H 2.32 -1.38 -0.73
H 2.33 0.32 -0.19
H -0.27 -1.37 -0.42
C -2.85 0.78 -0.13
N -2.71 -0.26 -0.58
H -2.93 1.76 0.30
*
```

- M: 83.09 g mol⁻¹
- HOMO-LUMO gap: 9.646 eV
- LUMO level: 0.9 eV
- SMILES: CC=C=O.C#N
- Energy relative to the best compared isomer or geometry (same formula, charge and spin): 46.1 kcal per mole